No. 1
Computed, not measured: a 10-piece molecular cluster, C2H24O10 overall at a distorted geometry, with ωB97M-V/def2-TZVPD.

```
36
Properties=species:S:1:pos:R:3:forces:R:3
O -0.684 -26.868 -7.967 -0.113 -0.134 0.540
H -0.540 -26.373 -8.774 -0.012 0.262 -0.242
H -1.142 -27.659 -8.249 0.055 -0.169 -0.303
O -5.355 -30.739 -1.839 0.394 -0.006 0.176
H -5.742 -30.434 -2.659 -0.179 -0.107 -0.111
H -6.023 -30.562 -1.177 -0.057 -0.051 0.337
O -6.345 -26.631 -4.581 0.175 -0.099 -0.159
H -6.064 -26.542 -3.670 0.070 0.117 0.465
H -6.852 -27.442 -4.598 -0.177 -0.166 -0.015
O -2.722 -26.902 -10.801 0.038 0.153 0.443
H -1.947 -27.395 -11.069 0.239 -0.108 -0.278
H -3.411 -27.562 -10.722 -0.263 -0.139 -0.189
O -7.313 -26.116 -7.334 0.128 0.044 -0.149
H -7.704 -26.928 -7.658 -0.260 -0.120 -0.250
H -6.712 -26.398 -6.644 0.095 0.126 0.322
O 0.494 -27.432 -4.737 0.350 -0.656 -0.235
H -0.335 -27.815 -4.450 -0.199 -0.034 0.311
H 0.308 -26.498 -4.832 -0.255 0.641 -0.078
O -1.971 -25.880 -4.354 0.444 -0.387 0.029
H -2.592 -25.239 -4.699 -0.375 0.517 -0.236
H -2.458 -26.703 -4.339 -0.228 0.047 0.291
O -6.413 -29.917 -4.210 0.361 0.493 -0.527
H -6.370 -30.425 -5.020 -0.152 -0.464 -0.242
H -7.336 -29.680 -4.124 -0.444 -0.039 0.194
O -4.580 -24.546 -5.400 0.552 -0.197 0.020
H -5.192 -25.224 -5.113 -0.376 -0.078 0.089
H -5.080 -24.018 -6.022 -0.073 0.321 -0.204
C -4.058 -27.660 -6.970 -1.468 0.702 0.355
C -3.247 -28.567 -5.973 -0.562 -0.892 0.778
O -3.732 -28.508 -4.616 1.455 0.766 -2.986
H -3.689 -27.521 -7.986 0.723 -0.359 0.343
H -4.242 -26.681 -6.528 0.312 0.015 0.016
H -5.011 -28.188 -7.019 -0.179 -0.005 -0.129
H -2.241 -28.167 -6.092 0.654 0.671 0.614
H -3.273 -29.587 -6.358 -0.103 -0.056 0.293
H -4.235 -29.316 -4.491 -0.568 -0.607 0.716
```
Forces are in eV/Å.

Summary:
Multiplicity: 2
Charge: +1
F_max: 3.4 eV/A
Lowest unoccupied orbital energy (spin up / spin down): -3.81 / -10.32 eV
Frontier orbital gap (spin up / spin down): 10.331 / 3.486 eV
ΔE to the lowest compared entry with this formula, charge and spin: 0.20 kJ/mol
Total energy: -22927.4063 eV

Here are the Mulliken charges for atoms 1 to 4, given in e: O -0.579; H 0.311; H 0.281; O -0.638

No. 2
Computed, not measured: a 8-piece molecular cluster, BF4H14O7 overall at a distorted geometry, with ωB97M-V/def2-TZVPD.

```
26
Properties=species:S:1:pos:R:3:forces:R:3
B -0.851 1.204 -0.458 0.718 0.887 0.224
F -0.897 2.528 0.052 -0.238 -0.751 -0.327
F 0.489 0.790 -0.496 0.696 0.055 -0.272
F -1.492 0.295 0.366 -0.723 -0.099 0.765
F -1.395 1.080 -1.711 -0.352 0.405 -0.956
O -2.678 -1.372 -1.435 -0.119 -1.459 -1.529
H -3.094 -1.500 -0.609 -0.650 -0.308 1.415
H -2.364 -0.491 -1.412 0.487 1.441 -0.167
O 3.085 1.267 -1.724 0.791 -0.461 -0.812
H 2.935 0.882 -2.611 -0.184 0.453 0.959
H 2.268 1.647 -1.407 -0.613 -0.045 -0.036
O -1.042 -2.359 1.075 0.133 -1.318 1.248
H -0.401 -2.859 0.584 0.477 -0.744 -0.216
H -1.087 -1.597 0.544 -0.487 1.939 -0.954
O 2.725 -0.692 1.010 0.621 -1.541 2.472
H 1.861 -0.736 1.422 -0.128 0.000 -0.147
H 2.606 -0.242 0.219 -0.424 1.431 -2.423
O 0.772 -1.470 -2.357 -1.158 -1.003 1.970
H 1.190 -1.114 -3.085 1.603 0.746 -2.671
H 0.380 -0.675 -1.995 -0.407 0.166 0.696
O 0.943 2.002 2.154 1.151 0.398 1.376
H 0.389 2.116 1.413 -1.076 0.643 -1.460
H 0.825 1.085 2.354 0.055 -0.743 0.365
O -1.987 0.129 2.944 -0.002 -0.320 1.590
H -2.025 0.453 2.046 0.609 -0.244 -0.293
H -1.166 -0.368 3.127 -0.780 0.470 -0.818
```
Forces are in eV/Å.

Summary:
Charge: -1
F_max: 3.2 eV/A
Lowest unoccupied orbital energy: 2.92 eV
Frontier orbital gap: 10.763 eV
ΔE to the lowest compared entry with this formula, charge and spin: 69.02 kJ/mol
Total energy: -26115.5348 eV

Here are the Mulliken charges for atoms 1 to 4, given in e: B 0.455; F -0.406; F -0.266; F -0.410

No. 3
Computed, not measured: a 2-piece molecular cluster, C6H13O4 overall at a distorted geometry, with ωB97M-V/def2-TZVPD.

```
23
Properties=species:S:1:pos:R:3:forces:R:3
C -0.066 1.713 0.169 5.131 2.534 -0.824
C 0.598 0.685 -0.666 2.526 2.131 -0.352
C 3.490 0.654 -0.535 -1.810 -0.797 3.606
C -0.610 -1.795 0.675 -1.772 -2.015 -0.490
C -2.236 -0.033 -0.384 -1.927 -1.312 3.494
C -1.175 -0.372 0.746 -1.508 -2.562 0.890
O 3.791 -0.147 0.475 -0.020 -0.003 -1.178
O -0.412 -1.992 -0.713 0.412 3.613 0.524
O -2.761 1.268 -0.173 -1.173 -1.018 -0.079
O 0.094 0.358 0.671 -1.391 0.179 -0.142
H 0.706 2.478 0.652 -1.897 -1.866 -0.537
H -0.978 2.175 -0.082 -1.343 -0.347 0.257
H 0.313 0.279 -1.627 -0.754 -0.534 0.652
H 3.330 1.672 -0.486 -0.263 2.040 1.001
H 3.669 0.335 -1.468 0.779 -1.887 -3.026
H 0.247 -1.663 1.358 0.363 -1.076 -0.662
H -1.265 -2.704 0.980 0.733 2.080 0.370
H -3.119 -0.840 -0.485 2.029 1.468 1.061
H -1.833 -0.167 -1.301 1.729 0.196 -2.833
H -1.428 -0.266 1.831 -0.580 0.561 -1.123
H 3.583 0.112 1.384 -0.021 0.671 -0.345
H -0.265 -2.802 -1.107 0.557 -3.030 -0.258
H -3.672 1.052 0.083 0.200 0.973 -0.007
```
Forces are in eV/Å.

Summary:
Charge: +1
F_max: 5.8 eV/A
Lowest unoccupied orbital energy (spin up / spin down): -4.53 / -3.48 eV
Frontier orbital gap (spin up / spin down): 6.902 / 9.115 eV
ΔE to the lowest compared entry with this formula, charge and spin: 395.65 kJ/mol
Total energy: -14607.3811 eV

Here are the Mulliken charges for atoms 1 to 4, given in e: C -0.154; C -0.386; C -0.291; C -0.668

No. 4
Computed, not measured: an isolated ion of composition C4H11N2 and charge +1 at a distorted geometry, with ωB97M-V/def2-TZVPD.

```
17
Properties=species:S:1:pos:R:3:forces:R:3
N 1.748 -0.428 -0.144 -1.005 0.973 0.155
C 1.209 0.729 -0.909 -2.349 -2.481 0.209
C 0.223 1.520 0.016 1.235 1.507 1.672
C -0.901 0.776 0.593 0.881 -3.326 -0.259
C -0.672 -0.538 0.888 0.246 -0.545 0.549
N -1.566 -1.515 0.136 0.859 0.575 -2.094
H 2.283 -0.159 0.683 -0.067 -0.092 -0.590
H 2.118 -1.248 -0.595 0.153 0.319 -0.380
H 0.614 0.391 -1.866 1.116 0.226 1.871
H 1.957 1.364 -1.267 1.159 1.243 -0.393
H 0.729 2.044 0.845 0.677 -0.217 -0.386
H -0.205 2.327 -0.507 -0.408 1.133 -0.965
H -1.944 0.944 0.515 -0.969 0.810 -1.633
H -0.294 -1.086 1.751 1.371 0.392 -0.757
H -1.342 -2.494 0.251 0.100 -0.285 0.483
H -1.534 -1.336 -0.932 -0.263 -0.060 2.372
H -2.424 -1.292 0.542 -2.737 -0.175 0.148
```
Forces are in eV/Å.

Summary:
Charge: +1
F_max: 3.5 eV/A
Lowest unoccupied orbital energy: -4.25 eV
Frontier orbital gap: 8.188 eV
ΔE to the lowest compared entry with this formula, charge and spin: 438.35 kJ/mol
Total energy: -7296.4049 eV
SMILES string: NCC/C=C/[NH3+]

Here are the Mulliken charges for atoms 1 to 4, given in e: N -0.458; C -0.585; C -0.543; C -0.391

No. 5
Computed, not measured: a 2-piece molecular cluster, CHClN4OP overall at a distorted geometry, with ωB97M-V/def2-TZVPD.

```
9
Properties=species:S:1:pos:R:3:forces:R:3
C 0.005 0.155 0.575 1.733 -1.303 1.270
N 0.209 -0.586 2.534 1.708 -0.142 1.077
N 0.981 -0.096 1.596 -3.563 0.433 -0.895
N -1.211 -0.331 0.955 0.243 1.572 -1.296
N -1.072 -0.684 2.167 0.228 -1.021 0.720
O 0.981 -0.076 -2.968 -0.157 4.429 0.553
P 0.465 1.200 -0.695 0.826 -1.106 -2.201
Cl -1.330 1.338 -1.523 -0.992 0.678 -0.611
H 0.972 -0.920 -2.642 -0.024 -3.540 1.383
```
Forces are in eV/Å.

Summary:
Charge: -1
F_max: 4.5 eV/A
Lowest unoccupied orbital energy (spin up / spin down): 2.13 / 2.13 eV
Frontier orbital gap (spin up / spin down): 7.189 / 7.197 eV
ΔE to the lowest compared entry with this formula, charge and spin: 336.64 kJ/mol
Total energy: -30870.7833 eV

Here are the Mulliken charges for atoms 1 to 4, given in e: C 0.602; N -0.277; N -0.271; N -0.136

No. 6
Computed, not measured: C24H66O26P6 as an isolated structure at a distorted geometry, with ωB97M-V/def2-TZVPD.

```
122
Properties=species:S:1:pos:R:3:forces:R:3
C -0.127 -0.348 -4.071 6.099 -3.065 5.956
C -0.089 -1.877 -3.633 -0.118 -3.110 -3.606
O 0.141 -2.806 -4.468 -0.183 3.349 1.971
C -0.532 -2.384 -2.315 3.731 8.220 4.258
H -0.067 0.130 -2.983 -0.177 -0.129 -2.773
H -0.956 -0.222 -4.567 -4.509 1.102 -2.626
H 0.814 -0.273 -4.668 -0.895 0.515 0.491
H -1.226 -1.674 -1.787 0.248 -0.252 -0.738
H 0.271 -2.422 -1.424 -0.946 0.229 -2.342
H -0.941 -3.228 -2.269 -3.220 -7.140 -0.594
C 2.846 -5.319 -4.266 1.867 3.926 2.372
C 4.337 -5.581 -4.572 0.171 -2.431 3.057
O 4.715 -6.718 -4.856 -0.493 1.933 -0.297
C 5.389 -4.483 -4.186 -1.550 -0.150 -0.249
H 2.163 -6.111 -4.045 -0.046 -0.502 -0.383
H 2.700 -4.703 -5.102 -1.676 0.515 -1.781
H 2.693 -4.360 -3.448 0.653 -2.995 -1.764
H 5.071 -3.978 -3.169 0.478 -0.687 -2.360
H 5.315 -3.778 -5.142 1.087 -1.040 2.365
H 6.285 -5.136 -3.952 -0.532 1.452 -0.962
C -4.033 -0.743 0.966 1.503 -0.706 4.639
O -4.982 0.192 1.528 -1.350 0.133 -0.212
P -6.589 -0.139 1.563 2.997 -5.660 -4.720
O -6.956 -0.608 0.174 0.097 0.641 2.260
O -6.783 -1.346 2.640 0.872 1.356 0.050
C -7.840 -1.327 3.579 -2.618 -4.472 -1.264
O -7.350 1.069 2.024 0.067 1.149 1.979
C -8.320 1.598 1.177 3.473 1.372 -5.386
H -2.998 -0.371 0.858 -0.904 0.786 0.372
H -4.141 -1.404 0.202 -2.031 -0.706 -3.361
H -3.965 -1.541 1.745 0.443 0.657 0.025
H -7.787 -0.610 4.309 0.228 2.102 1.428
H -8.001 -2.352 4.152 1.313 1.772 -1.223
H -8.810 -1.365 3.008 0.691 0.837 0.577
H -8.058 1.427 -0.135 -0.131 0.905 4.157
H -8.323 2.593 1.488 -0.817 1.715 -0.158
H -9.168 1.091 1.158 -3.962 -2.098 0.876
C -2.031 2.111 3.253 1.253 0.960 2.305
O -3.120 2.240 2.454 -4.119 -0.221 -1.165
P -3.020 2.738 0.989 3.162 1.392 -0.042
O -2.432 4.048 0.873 0.832 2.669 0.505
O -1.969 1.792 0.239 -0.565 -1.327 -0.915
C -1.805 1.970 -1.174 0.065 -9.527 0.722
O -4.355 2.770 0.251 -0.050 -3.167 -1.042
C -5.310 3.612 0.726 -3.406 0.702 0.672
H -1.462 1.506 2.705 3.166 -3.033 -1.486
H -2.162 1.641 4.233 -0.753 0.306 -0.325
H -1.447 3.007 3.312 -0.007 0.993 0.451
H -2.678 1.595 -1.772 0.827 -0.361 0.778
H -0.768 1.616 -1.664 -2.124 -0.643 1.890
H -1.675 2.807 -1.506 0.655 10.499 -2.240
H -6.152 3.587 0.003 0.239 -0.281 0.704
H -4.991 4.614 0.721 0.778 1.370 0.113
H -5.635 3.364 1.768 0.085 -0.039 -0.887
C 1.725 1.253 3.980 0.923 -2.372 3.751
O 1.948 1.574 2.703 2.838 0.547 -6.243
P 2.326 3.104 2.153 -4.719 -0.942 4.432
O 1.639 3.987 3.098 -0.593 0.662 0.319
O 3.799 3.406 2.318 3.095 -1.062 -1.005
C 4.692 3.570 1.225 -2.361 3.338 -4.064
O 1.712 3.233 0.738 1.509 -2.013 -1.518
C 0.697 4.194 0.477 2.077 3.128 -3.333
H 1.616 -0.012 4.257 0.006 3.821 -1.363
H 0.882 1.864 4.090 -1.953 0.018 2.229
H 2.541 1.636 4.656 -0.673 -0.457 -0.408
H 5.719 3.394 1.459 0.306 -0.702 0.295
H 4.611 4.785 0.977 0.476 -3.041 0.464
H 4.240 3.052 0.206 1.641 0.919 2.830
H 1.245 5.182 0.702 -1.849 -1.119 0.381
H -0.190 3.909 1.013 -0.512 0.623 -0.209
H 0.624 4.384 -0.778 -0.252 -1.361 3.466
C 5.572 2.757 -5.531 3.119 -2.912 2.353
O 4.366 3.022 -4.833 -2.152 1.032 2.562
P 2.992 2.169 -5.045 3.152 -3.345 -3.607
O 3.295 1.221 -6.175 -0.789 0.706 1.534
O 2.830 1.287 -3.708 -1.094 1.315 0.057
C 2.248 1.796 -2.479 -1.065 4.557 -3.552
O 1.738 3.036 -5.485 0.172 1.090 2.073
C 0.383 2.420 -5.653 2.411 1.162 3.324
H 5.875 1.611 -5.443 -1.020 2.313 -0.547
H 6.614 3.274 -5.228 -3.042 -0.352 0.138
H 5.281 3.061 -6.445 0.253 0.397 -3.750
H 1.397 2.668 -2.733 2.012 -2.498 0.796
H 3.001 2.250 -1.913 1.181 0.963 0.773
H 1.924 1.031 -1.917 -1.675 -2.829 1.622
H -0.049 3.044 -6.321 -1.457 1.641 -2.292
H -0.175 2.497 -4.693 0.532 -0.577 -0.625
H 0.669 1.505 -6.022 -0.529 -2.468 -0.804
C 4.239 -1.352 -1.681 0.281 0.418 1.839
O 3.899 -1.668 -0.385 -1.918 -1.116 4.619
P 2.963 -0.697 0.507 1.752 -0.107 1.004
O 3.442 0.640 0.283 0.752 2.896 -0.398
O 1.469 -0.819 0.006 -1.323 -1.357 1.019
C 0.365 -0.060 0.648 -2.035 0.467 1.716
O 3.163 -1.043 2.100 -4.453 -2.537 -2.981
C 4.383 -0.855 2.722 0.531 -1.357 -1.954
H 3.467 -1.683 -2.193 -3.470 -1.291 -3.486
H 5.067 -1.894 -1.896 2.719 -1.357 -0.854
H 4.351 -0.345 -1.748 0.659 2.997 -0.669
H 0.283 -0.246 1.787 0.491 -0.239 -1.770
H -0.840 -0.254 0.285 4.110 0.213 0.184
H 0.675 1.005 0.603 -0.665 -0.626 -0.441
H 4.385 0.163 2.648 2.061 2.913 0.294
H 5.045 -1.498 2.170 1.348 0.621 -0.358
H 4.448 -1.223 3.686 -0.772 -0.565 2.182
C -2.192 -3.506 6.267 -0.090 3.301 3.897
O -2.506 -3.342 4.956 0.160 -0.744 -4.885
P -1.320 -2.941 3.853 -0.557 2.972 2.723
O -1.038 -1.551 4.202 0.410 1.128 -0.646
O -0.056 -3.799 4.244 -0.833 -2.234 -1.050
C 1.258 -3.353 3.965 2.609 1.887 2.222
O -1.748 -3.003 2.307 -2.267 -0.442 3.241
C -0.969 -3.424 1.293 3.390 -0.129 -3.326
H -3.096 -3.714 6.878 0.508 -1.024 -0.856
H -1.952 -2.480 6.862 0.101 -1.720 -1.864
H -1.338 -4.123 6.357 0.515 -1.036 0.730
H 1.343 -2.353 4.583 0.236 -1.891 -1.096
H 1.450 -3.015 2.923 -0.240 -0.819 0.512
H 2.098 -4.122 4.400 -2.467 1.717 -1.342
H -0.478 -4.411 1.514 0.043 1.112 -0.184
H -0.239 -2.549 0.954 -0.843 -2.017 1.085
H -1.496 -3.583 0.336 -0.612 -0.025 0.739
```
Forces are in eV/Å.

Summary:
F_max: 10.8 eV/A
Lowest unoccupied orbital energy: 0.29 eV
Frontier orbital gap: 9.615 eV
ΔE to the lowest compared entry with this formula, charge and spin: 411.25 kJ/mol
Total energy: -134921.0574 eV

Here are the Mulliken charges for atoms 1 to 4, given in e: C -0.445; C 0.085; O -0.649; C -0.739